<P>
C4H14N2O as an isolated structure, computed with ωB97M-V/def2-TZVPD.

The value obtained for the HOMO-LUMO gap is 9.68 eV. The LUMO energy comes out at 0.376 eV.

Last column: Löwdin charge in e.
Positions of all 21 atoms, in Å:
C1 -1.58 -0.33 1.30  -0.366
O1 -0.31 -0.66 0.81  -0.224
C2 -1.54 0.40 2.65  -0.088
H1 -2.16 -1.26 1.48  0.101
H2 -2.15 0.22 0.55  0.105
H3 -2.58 0.56 2.94  0.070
H4 -1.04 1.35 2.46  0.067
H5 -1.02 -0.19 3.40  0.071
N1 -0.48 -1.23 -1.76  0.096
C3 1.20 -0.71 -1.12  -0.158
C4 1.10 0.78 -1.42  -0.327
N2 2.20 1.51 -0.80  -0.004
H6 0.15 -0.76 -0.23  0.015
H7 -0.74 -1.66 -0.88  0.031
H8 -0.10 -1.87 -2.46  0.047
H9 1.98 -0.95 -0.39  0.135
H10 1.55 -1.16 -2.05  0.086
H11 1.11 0.85 -2.51  0.108
H12 0.11 1.15 -1.14  0.101
H13 2.23 2.50 -1.03  0.066
H14 2.07 1.47 0.21  0.068

<Q>
A 2-piece molecular cluster, C4H14N2O overall, computed with ωB97M-V/def2-TZVPD.

Its SMILES is CCCNCN.O. The value obtained for the HOMO-LUMO gap is 9.82 eV. The LUMO energy comes out at 0.834 eV.

Last column: Löwdin charge in e.
Positions of all 21 atoms, in Å:
C1 -1.52 -0.33 -2.18  -0.115
C2 -0.18 0.44 -1.96  -0.239
C3 0.58 -0.14 -0.73  -0.262
N1 -0.29 -0.31 0.42  -0.090
C4 -0.36 0.87 1.29  -0.286
N2 -0.81 0.55 2.68  0.010
H1 -2.08 0.24 -2.95  0.066
H2 -1.30 -1.18 -2.83  0.063
H3 -2.05 -0.53 -1.27  0.051
H4 -0.36 1.52 -1.92  0.093
H5 0.41 0.31 -2.87  0.095
H6 1.12 -1.02 -1.06  0.114
H7 1.34 0.64 -0.51  0.099
H8 -0.02 -1.16 0.89  0.095
H9 -1.14 1.49 0.87  0.114
H10 0.65 1.27 1.40  0.104
H11 -1.73 0.94 2.81  0.051
H12 -0.17 1.10 3.24  0.051
O1 3.03 -1.63 1.58  -0.054
H13 2.33 -2.18 1.96  0.040
H14 2.55 -0.90 1.16  0.000

The data favor <Q>; the next most stable structure lies 3.819 eV above it.

<P>
A 2-piece molecular cluster, C4H14N2O overall, computed with ωB97M-V/def2-TZVPD.

Its SMILES is CNCCNC.O. The value obtained for the HOMO-LUMO gap is 9.26 eV. The LUMO energy comes out at 0.677 eV.

Last column: Löwdin charge in e.
Positions of all 21 atoms, in Å:
C1 -0.15 -1.80 -2.77  -0.160
N1 0.71 -1.54 -1.63  -0.131
C2 0.49 -0.18 -1.08  -0.223
C3 0.22 -0.29 0.43  -0.237
N2 -1.14 -0.77 0.66  -0.142
C4 -1.37 -1.16 2.03  -0.156
H1 0.04 -1.04 -3.53  0.074
H2 0.00 -2.79 -3.20  0.071
H3 -1.23 -1.70 -2.53  0.075
H4 0.55 -2.20 -0.88  0.081
H5 -0.39 0.19 -1.62  0.099
H6 1.33 0.50 -1.21  0.101
H7 0.39 0.73 0.82  0.108
H8 0.84 -1.03 0.94  0.111
H9 -1.86 -0.27 0.16  0.106
H10 -2.40 -1.52 2.14  0.076
H11 -1.30 -0.35 2.78  0.073
H12 -0.67 -1.94 2.32  0.075
O1 2.04 5.77 2.43  -0.054
H13 2.17 4.98 1.91  0.023
H14 1.72 6.41 1.79  0.031

<Q>
A 2-piece molecular cluster, C4H14N2O overall, computed with ωB97M-V/def2-TZVPD.

Its SMILES is CC(C)NCN.O. The value obtained for the HOMO-LUMO gap is 10.17 eV. The LUMO energy comes out at 0.908 eV.

Last column: Löwdin charge in e.
Positions of all 21 atoms, in Å:
C1 -1.22 -0.91 0.88  -0.071
C2 -1.02 0.41 0.16  -0.448
C3 -1.95 0.45 -0.99  -0.088
N1 0.35 0.51 -0.44  -0.089
C4 1.42 1.13 0.44  -0.286
N2 2.22 0.25 1.26  0.002
H1 -2.30 -0.81 1.32  0.117
H2 -1.32 -1.81 0.35  0.057
H3 -0.59 -1.07 1.72  0.051
H4 -1.07 1.17 0.97  0.138
H5 -2.90 -0.07 -0.92  0.082
H6 -2.23 1.34 -1.50  0.063
H7 -1.43 -0.03 -1.84  0.094
H8 0.25 1.22 -1.22  0.133
H9 2.03 1.78 -0.18  0.109
H10 0.92 1.79 1.12  0.090
H11 2.77 -0.53 0.84  0.079
H12 1.62 -0.05 2.08  0.084
O1 1.78 -1.67 -1.11  -0.157
H13 1.07 -0.91 -1.05  0.026
H14 1.57 -2.20 -1.90  0.014

The data favor <Q>; the next most stable structure lies 0.122 eV above it.

<P>
A single C5H8N2O2 molecule, computed with ωB97M-V/def2-TZVPD.

The value obtained for the HOMO-LUMO gap (alpha / beta) is 7.88 / 7.88 eV. The LUMO energy (alpha / beta) comes out at 0.533 / 0.532 eV.

Last column: Löwdin charge in e.
Positions of all 17 atoms, in Å:
C1 1.26 1.54 -0.72  -0.166
C2 -0.60 1.49 0.76  -0.203
C3 2.20 -0.17 0.63  -0.158
C4 -1.89 -1.40 0.16  -0.102
C5 -2.34 -0.01 -0.17  -0.148
N1 0.09 1.50 -0.27  0.061
N2 2.36 0.65 -0.39  0.008
O1 3.31 -0.98 0.58  -0.047
O2 -1.80 1.04 0.89  -0.071
H1 1.44 2.07 -1.66  0.118
H2 -2.54 -2.03 0.97  0.136
H3 -2.00 -2.02 -0.68  0.049
H4 -0.89 -1.37 0.44  0.035
H5 -3.49 0.03 -0.01  0.139
H6 -1.95 0.31 -1.14  0.105
H7 3.31 0.67 -0.85  0.165
H8 3.55 -1.29 1.46  0.080

<Q>
A 2-piece molecular cluster, C5H8N2O2 overall, computed with ωB97M-V/def2-TZVPD.

Its SMILES is C[C@H]1CN=C(C#N)O1.O. The value obtained for the HOMO-LUMO gap is 10.68 eV. The LUMO energy comes out at 0.288 eV.

Last column: Löwdin charge in e.
Positions of all 17 atoms, in Å:
C1 1.03 1.25 -1.84  -0.039
C2 0.27 1.24 -0.53  -0.309
C3 -1.26 1.46 -0.64  -0.134
N1 -1.86 0.33 0.07  0.137
C4 -0.91 -0.42 0.41  -0.399
C5 -1.05 -1.59 1.27  -0.061
N2 -1.31 -2.26 2.19  0.189
O1 0.35 -0.08 0.10  0.015
H1 0.59 0.53 -2.55  0.093
H2 0.97 2.25 -2.27  0.092
H3 2.09 1.00 -1.68  0.087
H4 0.72 1.94 0.18  0.148
H5 -1.58 2.40 -0.18  0.122
H6 -1.60 1.45 -1.68  0.122
O2 1.39 -3.48 2.26  -0.110
H7 1.66 -2.56 2.16  0.017
H8 0.49 -3.47 2.72  0.031

The data favor <Q>; the next most stable structure lies 4.239 eV above it.